Density functional theory data (ωB97M-V/def2-TZVPD) for a 2-piece molecular cluster, C5H4ClNOS overall in a non-equilibrium geometry.

Calculated values
- frontier orbital gap (spin up / spin down) (eV) = 7.2 / 7.6
- multiplicity = 1
- energy above the lowest of the compared OMol25 structures with the same formula, charge and spin (eV) = 5.8408
- LUMO energy (spin up / spin down) (Eh) = -0.045 / -0.030
- DFT total energy (eV) = -32138.7884
- total charge = 0

Each line ends with the Mulliken charge.
Element x y z (Å)
H (0.6240, -2.3635, -0.6499)  0.498
C (1.3655, 0.1621, 0.8121)  -0.398
H (1.7664, -0.5594, 1.5149)  0.343
H (1.8080, 2.2488, 1.3813)  0.446
S (-2.1467, -1.3040, 0.4041)  -0.036
C (0.2382, -1.4912, -0.8967)  -1.547
H (-0.1530, -1.3670, -1.8448)  0.459
N (0.6215, 0.8981, -1.2063)  -0.360
C (-3.4951, -0.4482, 0.6464)  0.115
C (1.4671, 1.5104, 0.6825)  -0.271
Cl (-3.8393, 1.0675, 0.0489)  -0.047
O (0.9119, 1.9062, -0.4116)  -0.091
C (0.8314, -0.2600, -0.4809)  0.890

---

Density functional theory data (ωB97M-V/def2-TZVPD) for a 2-piece molecular cluster, C3H10N2O3 overall in a non-equilibrium geometry.

Calculated values
- frontier orbital gap (eV) = 7.1
- multiplicity = 1
- energy above the lowest of the compared OMol25 structures with the same formula, charge and spin (eV) = 4.6631
- LUMO energy (Eh) = -0.067
- DFT total energy (eV) = -12392.0720
- total charge = 0

Each line ends with the Mulliken charge.
Element x y z (Å)
H (-2.9312, 0.3158, 1.3644)  0.260
N (0.4090, -1.0351, -0.3385)  -0.124
H (-1.3365, 0.2648, 1.8126)  0.214
H (1.7036, 0.8439, 0.3440)  0.429
N (-2.0221, -0.0515, 1.1400)  -0.582
H (-1.1529, -1.5117, -1.5344)  0.394
H (-2.6372, 0.1478, -0.6990)  0.394
H (0.5192, -0.8300, 0.6820)  0.367
H (1.5306, -0.5523, -2.1052)  0.407
O (1.8285, 0.0043, 1.5041)  -0.960
C (-0.7395, -0.7855, -0.8345)  -0.197
H (2.4322, -1.0376, -0.7089)  0.288
H (-0.1777, 1.5044, -0.5855)  0.435
C (1.6230, -0.3944, -1.0250)  -0.217
O (1.6182, 0.9013, -0.7362)  -0.629
C (-1.6494, 0.2174, -0.2302)  -0.090
O (-1.1296, 1.5176, -0.3356)  -0.564
H (2.1118, 0.4807, 2.2858)  0.174

---

Density functional theory data (ωB97M-V/def2-TZVPD) for a 2-piece molecular cluster, C16H35N7O4PS overall in a non-equilibrium geometry.

Calculated values
- frontier orbital gap (eV) = 7.2
- multiplicity = 1
- energy above the lowest of the compared OMol25 structures with the same formula, charge and spin (eV) = 0.0000
- LUMO energy (Eh) = -0.131
- DFT total energy (eV) = -55892.0873
- total charge = +1

Each line ends with the Mulliken charge.
Element x y z (Å)
H (-1.7852, 0.8555, 8.0916)  0.267
N (1.9228, 0.7974, -0.1002)  -0.776
H (-1.4492, 2.9159, 6.8610)  0.345
H (3.4974, -4.8575, -3.6921)  0.294
H (1.9442, -6.7037, -2.2864)  0.284
H (3.3114, 2.3313, -0.5619)  0.358
H (1.2784, -5.4752, -1.0906)  0.235
C (-3.8628, 1.0749, 0.8818)  -0.013
H (4.1494, 2.7182, -2.8015)  0.317
H (2.1551, -4.7934, -4.9827)  0.345
H (-1.9177, 3.4873, -1.0344)  0.352
C (3.1063, 2.9097, -3.2275)  -1.067
H (3.1319, 2.4660, -4.2740)  0.308
H (0.5514, -2.4554, -3.5340)  0.299
N (-3.6933, -0.0034, 1.5905)  -0.481
C (-1.2441, 0.7553, 7.1448)  -0.494
H (-0.1977, 0.5327, 7.3644)  0.282
H (-3.5025, -2.3097, -1.3885)  0.190
H (2.7152, -2.5548, -5.1982)  0.286
C (2.7888, 1.4789, -1.1182)  -0.788
H (3.7362, -2.4589, -3.6932)  0.353
C (2.7335, -2.8145, -4.0878)  -0.683
H (1.4483, -0.9228, -3.8532)  0.416
H (2.4216, -0.0190, 0.2765)  0.385
H (-0.5747, 2.0689, 5.5757)  0.218
C (-1.3724, 0.0628, -1.1292)  0.305
H (1.7116, -2.6927, -1.2300)  0.207
O (-1.8260, -0.3361, 6.4169)  -0.437
H (-4.7167, 0.7264, -1.0721)  0.347
H (-2.8000, 2.2420, 4.6021)  0.250
S (-3.3747, -1.2020, -2.2205)  -0.145
C (2.5026, -4.3903, -3.9741)  -0.442
H (-3.5505, 1.9054, 6.1704)  0.325
C (1.9645, -5.6135, -1.9890)  -0.731
P (-0.7547, 2.4608, 0.5137)  0.386
C (1.5764, -1.9691, -3.4084)  -0.609
C (-2.6880, 1.6846, 5.5334)  -0.469
H (3.6300, 0.8072, -1.4866)  0.360
N (-0.5589, 0.9984, -0.4252)  0.232
H (3.0019, -5.3154, -1.6477)  0.343
N (-1.0443, 2.0042, 2.0146)  -0.431
N (0.6921, 0.4191, -0.5834)  0.417
C (-1.4083, 1.9927, 6.2813)  -0.496
H (-2.0132, -0.0295, 4.3941)  0.052
C (0.6725, -0.7589, -1.3608)  0.027
H (-1.1141, 0.9806, 2.0609)  0.265
H (-4.1284, 2.0229, 1.4266)  0.327
H (-3.4717, -0.8138, 0.9918)  0.211
H (1.1701, 2.8569, -1.9931)  -0.108
C (1.9971, 2.1530, -2.3208)  0.608
H (2.9288, 4.0316, -3.2422)  0.305
H (-3.6262, 2.1275, -1.1579)  0.201
H (0.5933, 4.1084, -0.0128)  0.355
C (1.8167, -1.7301, -1.8290)  -0.063
H (1.5719, 1.3326, -2.9942)  -0.105
C (-2.5704, 0.1913, 5.3119)  -0.132
N (-2.7092, 0.1189, -1.2492)  -0.173
O (0.6906, 3.3711, 0.6322)  -0.428
H (-3.5425, -0.3024, 5.2566)  0.274
C (-3.6859, 1.0761, -0.7148)  -0.324
N (-0.6718, -1.0438, -1.7459)  -0.470
O (-1.8835, 3.5790, -0.0518)  -0.474
O (1.4696, -4.7404, -3.0237)  -0.345
H (2.8572, -1.3390, -1.6059)  0.356

---

Density functional theory data (ωB97M-V/def2-TZVPD) for C6H9NOS as an isolated structure in a non-equilibrium geometry.

Calculated values
- frontier orbital gap (eV) = 9.5
- multiplicity = 1
- energy above the lowest of the compared OMol25 structures with the same formula, charge and spin (eV) = 5.2820
- LUMO energy (Eh) = 0.012
- DFT total energy (eV) = -20734.3774
- total charge = 0

Each line ends with the Mulliken charge.
Element x y z (Å)
O (-2.6080, 1.3228, 0.2801)  -0.606
H (2.1296, -0.8009, 1.6117)  0.313
H (-1.7511, -0.4601, 1.4261)  0.156
H (0.5037, 0.9069, 1.2744)  0.263
C (1.0781, 0.6724, 0.3772)  -0.497
C (0.6796, -1.6593, 0.2846)  -0.369
C (-0.3179, -1.5333, -0.4203)  0.027
H (-1.5346, -0.6134, -1.9781)  0.459
H (2.5830, -0.8833, -0.1000)  0.298
C (0.1926, 0.8762, -0.8213)  -0.812
N (-3.8014, -0.8203, 0.1173)  -0.698
C (-1.1821, -0.5913, -0.9577)  -0.443
H (0.6884, 0.7872, -1.7765)  0.382
S (-2.4691, -0.1031, 0.2399)  0.801
H (-0.4720, 1.7214, -0.7374)  0.428
H (-3.7155, -1.8174, 0.0339)  0.232
H (1.8991, 1.3878, 0.2916)  0.361
C (1.7531, -0.7349, 0.5926)  -0.296

---

Density functional theory data (ωB97M-V/def2-TZVPD) for a 7-piece molecular cluster, C5H23NO8 overall in a non-equilibrium geometry.

Calculated values
- frontier orbital gap (spin up / spin down) (eV) = 3.6 / 6.6
- <S²> = 0.754
- multiplicity = 2
- energy above the lowest of the compared OMol25 structures with the same formula, charge and spin (eV) = 0.2257
- LUMO energy (spin up / spin down) (Eh) = 0.103 / 0.102
- DFT total energy (eV) = -23428.3115
- total charge = -1

Each line ends with the Mulliken charge.
Element x y z (Å)
H (4.1692, -0.5024, -0.2830)  0.286
H (-0.1239, 2.5606, 0.4507)  0.419
H (0.1764, -0.2848, -0.0757)  0.201
H (-2.2392, -0.0526, -2.3328)  0.368
H (-3.2027, -1.5817, -0.7665)  0.430
C (2.6027, 1.5376, -0.6403)  -0.869
N (0.4261, 0.5734, 0.3876)  0.553
H (-3.4203, 0.3528, 0.4161)  0.367
C (2.5629, -0.4178, 1.0970)  -0.272
H (-0.9044, 0.1602, 1.9149)  0.348
O (2.3496, 2.7913, -0.8282)  -0.752
H (0.7181, -2.3659, -1.6197)  0.246
H (2.0096, -1.2467, 0.6498)  0.160
C (-0.3729, 1.6639, -0.1304)  -0.769
H (2.3654, -0.3773, 2.1723)  0.236
H (0.7200, 2.0886, -1.7627)  0.354
O (-2.1498, -2.5427, 0.2981)  -0.829
O (-0.2042, 1.9771, -1.4956)  -0.689
O (-3.5789, -0.7090, -0.9876)  -0.700
H (4.5373, 0.3346, 1.3049)  0.290
H (3.1765, 1.0367, -1.4251)  0.127
O (-1.6160, -0.2981, 2.3225)  -0.703
H (-3.3015, 0.7792, 1.7946)  0.366
H (-1.4292, 1.4281, -0.0375)  0.441
H (4.5515, -1.3166, 1.3571)  0.402
H (1.8528, 1.5817, 1.3246)  -0.002
H (-0.8942, 0.5887, -2.0982)  0.499
O (-1.3280, -0.0770, -2.6689)  -0.860
H (-1.4376, -0.6129, 3.2062)  0.246
C (1.8865, 0.8619, 0.4963)  0.329
C (4.0603, -0.5134, 0.7948)  -1.237
H (-0.5876, -1.5686, -2.0614)  0.359
H (-1.9550, -2.0092, 1.0853)  0.381
H (-4.4998, -0.6703, -1.2390)  0.220
O (-0.1047, -1.9876, -1.3063)  -0.696
H (-1.3450, -2.3591, -0.2410)  0.441
O (-3.4701, 1.1775, 0.9273)  -0.694

---

Density functional theory data (ωB97M-V/def2-TZVPD) for C20H31CrO5S as an isolated structure in a non-equilibrium geometry.

Calculated values
- frontier orbital gap (spin up / spin down) (eV) = 6.5 / 8.1
- <S²> = 3.937
- multiplicity = 4
- energy above the lowest of the compared OMol25 structures with the same formula, charge and spin (eV) = 0.9921
- LUMO energy (spin up / spin down) (Eh) = -0.042 / 0.002
- DFT total energy (eV) = -70733.1452
- total charge = 0

Each line ends with the Mulliken charge.
Element x y z (Å)
H (0.8900, -2.9169, -2.0564)  0.308
C (1.4568, -1.9219, 0.5420)  -0.542
H (-1.6592, -3.0676, -2.6155)  0.280
C (-0.3633, -1.3179, -2.7269)  1.275
H (0.5828, 0.5023, -3.5581)  0.314
H (1.6274, 3.2648, -3.0877)  0.244
C (0.2132, 2.9975, 3.7830)  -1.018
H (0.3931, 3.8428, -1.0802)  0.277
C (-2.9089, -1.9472, 1.1503)  -0.498
C (0.9759, -1.9797, -2.6115)  -1.589
C (0.3990, -2.9283, 0.5429)  -0.721
C (0.5790, -2.0364, 2.6851)  -0.469
H (-0.9718, 0.0456, -4.3991)  0.349
H (-0.8297, -3.7267, 2.2387)  0.550
O (2.7160, 1.7638, -2.1135)  -0.483
H (3.3514, 1.4021, -0.1207)  0.365
C (1.5562, -1.3901, 1.8674)  -0.599
H (-3.2276, -2.9648, 0.9341)  0.491
C (-2.3101, -0.0777, 2.3637)  -0.125
H (2.3121, 0.1921, -0.8773)  -0.663
O (0.0689, 1.0323, 2.1324)  -0.691
H (-2.5573, 1.3744, 0.6526)  0.461
H (1.2368, 2.0352, 0.8476)  -0.530
H (-2.3997, -1.6403, -3.4025)  0.397
C (-2.5436, 0.3448, 0.9951)  -0.553
H (-2.1988, 0.6561, -2.3179)  0.424
H (-2.1560, 0.5661, 3.2183)  0.688
H (-1.1735, -2.5996, -4.2496)  0.395
H (0.1861, -3.6559, -0.2361)  0.524
S (0.6303, 1.2733, 3.4899)  1.313
H (0.5325, 3.3039, 4.7823)  0.374
H (-2.4192, -2.0393, 3.3655)  0.508
C (-1.1132, 0.5681, -2.2555)  -0.569
H (1.6808, -1.2953, -2.1272)  0.107
H (-3.5834, -0.8115, -0.6754)  0.557
H (0.4448, -1.8792, 3.7512)  0.482
H (1.9706, 4.0401, -0.2651)  0.417
H (-0.8727, 3.1000, 3.6990)  0.261
C (-0.0997, -2.9971, 1.8967)  -0.920
Cr (-0.8988, -1.0397, 0.4608)  1.138
O (-0.8150, -0.7059, -1.4372)  -0.183
H (-0.6267, 1.4581, -1.8203)  0.262
C (2.4780, 1.2703, -0.7818)  0.353
O (2.0879, 1.1992, 3.5049)  -0.747
C (1.2738, 2.0177, -0.2302)  1.938
H (0.7055, 3.6088, 3.0221)  0.251
H (1.3592, -2.2067, -3.6112)  0.493
C (-0.3919, 0.0249, -3.4734)  -0.683
C (1.3623, 3.3872, -0.8928)  -0.677
C (-2.5083, -1.4660, 2.4455)  -0.779
C (-1.4691, -2.2096, -3.2699)  -1.601
H (2.2105, -1.8056, -0.2248)  0.996
C (-3.0544, -0.8116, 0.2772)  -0.573
H (3.0280, 3.8302, -2.1846)  0.353
C (2.1850, 3.1208, -2.1557)  -0.507
H (2.3529, -0.7424, 2.2079)  0.579
H (0.3745, 1.4578, -0.5150)  -1.297
O (-0.0692, 0.5008, 4.5170)  -0.705

---

Density functional theory data (ωB97M-V/def2-TZVPD) for a 6-piece molecular cluster, H12O6 overall.

Calculated values
- frontier orbital gap (eV) = 11.1
- multiplicity = 1
- energy above the lowest of the compared OMol25 structures with the same formula, charge and spin (eV) = 1.2977
- LUMO energy (Eh) = 0.005
- DFT total energy (eV) = -12479.8160
- total charge = 0

Each line ends with the Mulliken charge.
Element x y z (Å)
O (-4.3973, 19.4944, 40.2163)  -0.622
O (-7.8097, 14.8630, 38.3825)  -0.672
H (-6.9118, 14.6363, 38.1403)  0.322
H (-5.1703, 18.0441, 43.7064)  0.296
H (-3.1531, 15.0101, 42.4667)  0.301
H (-3.5903, 15.8022, 41.2528)  0.351
H (-5.5800, 17.0138, 41.5843)  0.317
H (-4.6026, 18.7667, 40.8033)  0.334
H (-5.2236, 19.4310, 43.1019)  0.297
O (-5.5948, 16.3713, 40.8749)  -0.634
O (-2.8118, 15.5284, 41.7379)  -0.646
H (-5.0468, 20.1646, 40.4288)  0.303
H (-8.5505, 16.4233, 38.6273)  0.356
H (-9.5755, 17.0968, 39.5149)  0.299
O (-5.3741, 18.5087, 42.8947)  -0.643
H (-8.0991, 14.1381, 38.9364)  0.317
H (-6.4239, 16.5309, 40.4239)  0.361
O (-9.1204, 17.1907, 38.6780)  -0.634

---

Density functional theory data (ωB97M-V/def2-TZVPD) for a 4-piece molecular cluster, C3H11NO4 overall in a non-equilibrium geometry.

Calculated values
- frontier orbital gap (eV) = 4.1
- multiplicity = 1
- energy above the lowest of the compared OMol25 structures with the same formula, charge and spin (eV) = 9.2815
- LUMO energy (Eh) = -0.160
- DFT total energy (eV) = -12961.7782
- total charge = 0

Each line ends with the Mulliken charge.
Element x y z (Å)
H (2.6377, 1.0845, -2.3917)  0.273
H (-2.7211, -0.1045, 0.6384)  0.375
H (-1.1529, 1.2340, 2.0868)  0.453
C (0.3725, 1.0365, 0.5462)  0.382
O (-0.1657, -0.0620, -2.1441)  -0.769
O (2.1863, 0.6875, -1.6354)  -0.679
H (-0.3888, 0.2332, -3.0415)  0.190
H (-0.6471, -0.8285, 3.0094)  0.254
H (0.7442, 0.2005, -0.1421)  0.163
C (-0.6925, 0.4036, 1.5164)  0.049
H (-1.2226, -0.7809, -0.2179)  0.286
N (-0.0473, -0.5979, 2.2132)  -0.524
O (0.6245, -1.9096, 0.1144)  -0.636
H (0.4869, -1.6483, 1.0692)  0.447
H (1.2809, 0.3324, -1.9320)  0.404
H (-1.6360, 0.8394, -0.4890)  0.361
O (0.5700, 2.1828, 0.4376)  -0.307
H (1.4623, -2.3793, 0.0363)  0.278
C (-1.6914, 0.0765, 0.3258)  -1.001